Record 1
DFT (wB97M-V/def2-TZVPD) results for 10 unconnected molecules or ions with the total composition C24H68N4O10 at a distorted geometry.

Its total energy is -52418.720 eV. As for the HOMO energy: -9.1 eV. The total charge is 0. For the HOMO-LUMO gap, the calculation gives 8.95 eV. Its molar mass is 572.83 g mol⁻¹.

Last column: Mulliken charge in e.
Cartesian coordinates (Å):
N  -1.30  -1.41  4.67  -0.269
C  -1.14  -1.46  3.41  -0.211
N  -2.26  -1.55  2.78  -0.079
O  0.02  -1.23  2.71  -0.554
H  -0.45  -1.27  5.24  0.325
H  -2.20  -1.38  5.11  0.208
H  -2.27  -1.80  1.73  0.569
H  -3.09  -1.28  3.31  0.273
N  2.15  2.27  -2.65  -0.135
C  1.06  2.91  -2.62  0.303
N  0.85  3.43  -1.46  -0.261
O  0.19  3.00  -3.67  -0.740
H  2.36  1.86  -3.56  0.303
H  2.63  1.81  -1.85  0.248
H  -0.15  3.63  -1.27  0.301
H  1.46  3.31  -0.60  0.199
C  3.69  1.33  2.78  -1.896
C  2.35  0.69  2.97  1.413
C  1.62  1.21  4.22  -1.182
O  1.52  0.84  2.08  0.082
H  4.12  1.17  1.81  0.233
H  4.38  1.02  3.50  0.431
H  3.64  2.45  2.95  0.389
H  2.49  -0.37  3.12  0.167
H  0.68  0.72  4.39  -0.108
H  1.43  2.33  4.22  0.131
H  2.23  1.22  5.10  0.594
H  0.95  0.07  2.23  -0.623
C  -0.72  3.61  2.66  -1.404
C  -1.56  2.35  2.72  1.864
C  -2.12  2.07  4.08  -1.677
O  -2.47  2.25  1.88  -0.604
H  -0.10  3.57  3.57  0.365
H  -1.25  4.58  2.45  0.281
H  -0.05  3.35  1.84  0.197
H  -0.78  1.64  2.62  -0.581
H  -2.42  1.06  4.21  0.340
H  -2.95  2.72  4.19  0.528
H  -1.40  2.48  4.85  0.314
H  -2.87  1.43  2.04  0.324
C  0.73  -2.23  -3.61  -1.221
C  0.87  -0.70  -3.73  1.626
C  0.86  -0.30  -5.25  -1.695
O  -0.10  -0.05  -3.23  -0.382
H  0.82  -2.58  -2.54  -0.347
H  1.50  -2.77  -4.20  0.398
H  -0.20  -2.67  -3.85  0.354
H  1.76  -0.41  -3.21  -0.573
H  0.00  -0.61  -5.78  0.419
H  1.78  -0.71  -5.81  0.315
H  0.78  0.77  -5.42  0.485
H  -0.09  0.91  -3.45  0.057
C  4.19  -0.65  -2.02  -1.827
C  3.18  -0.52  -0.87  2.547
C  3.60  -1.24  0.35  -1.359
O  2.92  0.65  -0.54  -0.734
H  3.95  0.00  -2.84  0.371
H  4.32  -1.70  -2.30  0.306
H  5.22  -0.36  -1.74  0.461
H  2.27  -0.95  -1.24  -1.102
H  2.76  -1.31  1.01  0.191
H  4.43  -0.71  0.83  0.387
H  3.98  -2.19  0.15  0.622
H  2.29  0.64  0.15  -0.073
C  -3.04  -1.37  -1.92  -1.719
C  -3.04  -2.47  -0.88  0.441
C  -2.30  -3.67  -1.49  -1.191
O  -2.37  -2.29  0.18  -0.521
H  -3.61  -1.77  -2.69  0.660
H  -2.05  -1.16  -2.27  0.284
H  -3.42  -0.44  -1.55  0.190
H  -4.06  -2.60  -0.64  0.717
H  -2.83  -4.01  -2.37  0.525
H  -2.27  -4.51  -0.81  0.202
H  -1.34  -3.42  -1.88  0.028
H  -1.54  -1.92  -0.11  -0.528
C  1.48  -4.08  -0.49  -1.069
C  0.92  -3.69  0.87  1.884
C  0.01  -4.72  1.47  -1.283
O  1.75  -3.46  1.77  -0.645
H  0.75  -4.25  -1.31  0.203
H  1.98  -5.07  -0.27  0.423
H  2.18  -3.29  -0.85  -0.066
H  0.37  -2.76  0.69  -0.470
H  -0.46  -4.39  2.40  0.239
H  0.58  -5.62  1.71  0.426
H  -0.89  -5.01  0.84  0.080
H  1.35  -2.81  2.37  0.360
C  -2.74  4.72  -2.30  -1.541
C  -2.77  3.78  -1.13  0.868
C  -3.44  2.45  -1.63  -1.438
O  -1.69  3.50  -0.58  -0.412
H  -2.09  5.63  -2.21  0.326
H  -3.68  5.19  -2.53  0.449
H  -2.35  4.15  -3.20  0.292
H  -3.33  4.23  -0.33  0.224
H  -3.03  1.92  -2.40  0.344
H  -4.44  2.76  -2.00  0.574
H  -3.58  1.73  -0.82  0.175
H  -1.96  3.02  0.23  -0.105
C  -0.62  0.41  -0.26  -0.596
O  -0.03  -0.79  -0.50  2.486
H  -1.21  0.30  0.67  -0.536
H  -1.32  0.65  -1.01  0.745
H  0.08  1.14  -0.08  0.591
H  -0.01  -0.95  -1.40  -0.902

---

Record 2
DFT (wB97M-V/def2-TZVPD) results for a gas-phase ion, C11H13BrP (charge +1) at a distorted geometry.

Its total energy is -90939.769 eV. As for the HOMO energy: -12.3 eV. The total charge is +1. For the HOMO-LUMO gap, the calculation gives 6.24 eV. Its molar mass is 256.10 g mol⁻¹.

Last column: Mulliken charge in e.
Cartesian coordinates (Å):
C  4.25  2.50  -1.17  -0.366
C  4.11  1.62  0.00  -0.768
C  3.52  2.18  -2.31  -0.536
C  3.19  0.60  0.05  0.080
C  2.67  1.09  -2.28  -0.399
C  2.50  0.27  -1.12  0.585
C  -0.54  -1.43  0.99  0.368
C  -1.85  -1.70  1.14  -0.543
C  -0.06  -0.51  0.03  -0.938
C  -2.93  -1.03  0.71  0.041
C  -4.31  -1.35  1.05  -0.977
P  1.50  -1.19  -1.21  0.173
Br  2.43  -2.56  0.32  -0.243
H  5.04  3.27  -1.13  0.350
H  4.64  1.97  0.84  0.398
H  3.64  2.67  -3.23  0.429
H  3.08  -0.04  1.03  0.164
H  2.12  0.75  -3.12  0.396
H  0.13  -2.11  1.53  0.339
H  -1.87  -2.57  1.77  0.323
H  -0.76  -0.13  -0.65  0.411
H  0.45  0.34  0.41  0.453
H  -2.66  -0.06  0.22  0.291
H  -4.33  -2.44  0.79  0.310
H  -5.00  -0.91  0.25  0.324
H  -4.41  -1.16  2.16  0.333

---

Record 3
DFT (wB97M-V/def2-TZVPD) results for 2 unconnected molecules or ions with the total composition C2H7NO3P at a distorted geometry.

Its total energy is -19108.059 eV. As for the HOMO energy (spin up / spin down): -4.4 / -4.2 eV. The total charge is -1. For the HOMO-LUMO gap (spin up / spin down), the calculation gives 8.05 / 7.83 eV. Its molar mass is 124.06 g mol⁻¹.

Last column: Mulliken charge in e.
Cartesian coordinates (Å):
C  2.15  1.69  0.44  -0.506
C  1.61  -0.59  0.31  -0.495
N  -1.87  -1.63  -0.51  -0.524
O  -3.18  0.68  -0.21  -0.705
O  -1.19  0.05  1.31  -0.715
O  2.35  0.45  0.11  -0.236
P  -1.84  0.01  -0.02  0.600
H  1.07  2.11  0.70  0.218
H  -0.87  0.64  -0.82  -0.067
H  2.71  2.49  0.09  0.291
H  0.60  -0.65  0.57  0.385
H  1.97  -1.47  -0.02  0.301
H  -0.95  -1.94  -0.71  0.241
H  -2.56  -1.83  -1.24  0.212

---

Record 4
DFT (wB97M-V/def2-TZVPD) results for 2 unconnected molecules or ions with the total composition C31H55ClO4P.

Its total energy is -63040.075 eV. As for the HOMO energy: -2.4 eV. The total charge is -1. For the HOMO-LUMO gap, the calculation gives 2.67 eV. Its molar mass is 558.20 g mol⁻¹.

Last column: Mulliken charge in e.
Cartesian coordinates (Å):
C  -5.22  -4.21  -0.24  -1.469
C  -5.59  -3.83  -1.67  -0.208
C  -5.82  -2.33  -1.84  -0.548
C  -6.09  -1.96  -3.30  -0.839
C  -5.02  -2.38  -4.29  -0.587
C  -3.88  -1.40  -4.58  -0.700
C  -3.08  -0.71  -3.48  -1.211
C  -2.24  -1.55  -2.52  0.618
C  -1.27  -2.51  -3.23  -1.010
C  0.15  -2.60  -2.66  -1.063
C  0.23  -3.38  -1.33  -0.946
C  0.76  -2.58  -0.11  -0.053
C  -0.09  -2.71  1.13  -0.630
C  0.55  -2.07  2.38  -0.553
C  -0.49  -1.80  3.48  -1.039
C  -0.46  -0.40  4.10  -0.997
C  -0.15  0.81  3.19  0.351
C  -1.13  1.98  3.28  -1.192
C  -0.65  3.12  2.36  -0.680
C  0.32  4.00  3.20  -1.356
C  1.60  4.43  2.55  0.184
C  1.71  5.42  1.66  -0.373
C  3.03  5.83  1.17  0.194
O  3.24  6.94  0.72  -0.604
C  4.15  4.83  1.26  0.021
C  5.30  5.05  0.34  -1.833
C  5.23  4.11  -0.87  -0.408
C  4.13  4.47  -1.85  -0.035
C  3.59  3.25  -2.58  -1.509
C  4.05  3.84  2.17  1.101
P  5.44  2.65  2.32  -0.038
O  5.50  2.45  3.94  -0.419
Cl  4.46  0.93  1.81  -0.187
C  2.84  3.76  3.02  0.643
O  2.84  3.17  4.09  -0.618
H  -4.54  -3.48  0.18  0.301
H  -4.71  -5.16  -0.23  0.379
H  -6.10  -4.29  0.38  0.380
H  -4.77  -4.14  -2.29  0.177
H  -6.48  -4.36  -1.98  0.428
H  -5.02  -1.74  -1.41  0.212
H  -6.72  -2.07  -1.27  0.433
H  -6.99  -2.52  -3.55  0.401
H  -6.36  -0.92  -3.42  0.346
H  -5.51  -2.51  -5.25  0.358
H  -4.61  -3.35  -4.04  0.309
H  -3.18  -1.90  -5.24  0.286
H  -4.32  -0.58  -5.16  0.387
H  -2.37  -0.10  -4.02  0.411
H  -3.70  -0.01  -2.91  0.349
H  -2.84  -2.12  -1.82  -0.275
H  -1.66  -0.85  -1.92  0.460
H  -1.19  -2.27  -4.29  0.474
H  -1.71  -3.49  -3.10  0.290
H  0.57  -1.62  -2.48  0.489
H  0.77  -3.09  -3.41  0.327
H  -0.72  -3.86  -1.13  0.492
H  0.96  -4.17  -1.43  0.486
H  0.89  -1.52  -0.34  0.478
H  1.74  -3.00  0.11  -0.438
H  -0.21  -3.76  1.36  0.337
H  -1.06  -2.26  0.93  0.282
H  1.10  -1.16  2.13  0.322
H  1.28  -2.79  2.73  0.512
H  -1.47  -2.05  3.08  0.411
H  -0.33  -2.49  4.31  0.323
H  0.32  -0.38  4.85  0.360
H  -1.39  -0.20  4.62  0.402
H  -0.09  0.54  2.14  0.278
H  0.82  1.20  3.49  -0.071
H  -1.11  2.37  4.29  0.410
H  -2.14  1.66  3.06  0.451
H  -0.19  2.71  1.47  0.545
H  -1.50  3.72  2.07  0.407
H  -0.21  4.91  3.47  0.467
H  0.58  3.47  4.10  0.598
H  0.84  5.97  1.33  0.497
H  5.28  6.07  -0.03  0.378
H  6.24  4.87  0.85  0.501
H  5.05  3.10  -0.51  0.244
H  6.19  4.10  -1.39  0.450
H  3.28  4.95  -1.36  0.096
H  4.49  5.17  -2.60  0.320
H  2.79  3.56  -3.24  0.408
H  4.37  2.78  -3.17  0.335
H  3.17  2.53  -1.88  0.391
H  6.29  2.89  4.26  0.331
C  3.62  -4.62  1.20  -0.458
O  2.42  -5.19  1.06  -0.795
H  4.13  -4.77  2.20  0.193
H  4.42  -4.95  0.46  0.210
H  3.65  -3.49  1.08  -0.086

---

It is found that the energy above the lowest of the compared OMol25 structures with the same formula, charge and spin values, taken in the order of the records, are 208.19 56.59 107.46 0.00 kcal per mole.